Density functional theory data (the ωB97M-V functional and the def2-TZVPD basis) for 2 unconnected molecules or ions with the total composition C7H14Si3 in a non-equilibrium geometry.

Structure (XYZ):
```
24
Properties=species:S:1:pos:R:3:mulliken_charge:R:1
C 4.28 0.45 0.18 -0.49
C 3.83 -0.50 -0.68 -0.33
C 3.37 0.74 1.15 -0.24
C 2.63 -1.19 -0.53 -0.51
C 2.13 0.11 1.33 -0.25
C 1.71 -0.88 0.48 0.44
C -5.01 -0.44 0.29 -0.84
Si -1.59 1.56 -0.07 0.41
Si -1.14 -0.54 -1.00 0.23
Si 0.12 -1.83 0.50 -0.20
H 5.33 0.90 0.03 0.30
H 4.66 -0.87 -1.33 0.26
H 3.40 1.58 1.85 0.25
H 2.44 -1.95 -1.31 0.26
H 1.57 0.44 2.17 0.46
H -4.02 -0.85 0.00 0.04
H -5.39 -0.25 1.29 0.29
H -5.71 -1.06 -0.38 0.26
H -2.63 1.55 0.98 -0.10
H -0.29 1.75 0.56 -0.15
H -1.73 2.33 -1.29 -0.09
H -0.57 -0.56 -2.45 -0.08
H -2.39 -1.09 -1.64 -0.14
H -4.98 0.60 -0.14 0.21
```


Density functional theory data (the ωB97M-V functional and the def2-TZVPD basis) for 9 unconnected molecules or ions with the total composition C31H80IN2O8.

Structure (XYZ):
```
122
Properties=species:S:1:pos:R:3:mulliken_charge:R:1
C 3.20 -6.85 -0.05 -1.21
C 3.15 -5.35 0.24 -0.45
C 1.96 -4.63 -0.40 -1.07
I 1.96 -2.60 0.28 0.14
C 0.60 -5.35 -0.23 0.97
C 0.03 -5.62 -1.61 -1.39
N -1.46 -5.86 -1.54 -0.03
C -1.87 -6.45 -0.23 -0.82
C -1.60 -5.41 0.84 -0.53
N -0.41 -4.59 0.51 -0.45
H 2.90 -7.08 -1.08 0.26
H 2.57 -7.43 0.62 0.34
H 4.22 -7.23 0.07 0.39
H 4.06 -4.89 -0.16 0.48
H 3.17 -5.17 1.31 0.32
H 2.17 -4.51 -1.46 0.52
H 0.82 -6.30 0.28 0.24
H 0.48 -6.50 -2.07 0.25
H 0.18 -4.77 -2.27 0.49
H -1.95 -4.97 -1.66 0.42
H -1.75 -6.46 -2.32 0.37
H -2.93 -6.69 -0.28 0.40
H -1.32 -7.38 -0.11 0.35
H -1.50 -5.90 1.81 0.28
H -2.45 -4.74 0.92 0.39
H -0.01 -4.32 1.40 0.31
C -1.44 -2.69 4.67 -1.41
C -2.56 -3.22 3.79 0.76
C -3.93 -2.83 4.32 -1.15
O -2.45 -4.65 3.64 -0.51
H -1.54 -3.10 5.68 0.39
H -0.47 -2.97 4.28 0.35
H -1.49 -1.60 4.75 0.30
H -2.43 -2.83 2.78 0.22
H -4.09 -3.25 5.32 0.35
H -4.72 -3.20 3.67 0.35
H -4.03 -1.75 4.39 0.03
H -2.56 -5.04 4.51 0.35
C -1.29 0.69 -1.91 -1.24
C 0.10 1.05 -2.39 0.49
C 0.65 0.02 -3.36 -0.91
O 0.98 1.22 -1.28 -0.36
H -1.27 -0.28 -1.39 0.25
H -1.67 1.44 -1.22 0.32
H -1.99 0.60 -2.75 0.34
H 0.07 2.03 -2.87 0.26
H 0.73 -0.95 -2.87 0.14
H 1.65 0.31 -3.70 0.26
H 0.00 -0.08 -4.23 0.26
H 1.03 0.36 -0.84 0.18
C -2.93 2.07 3.83 -1.38
C -3.84 1.00 3.24 0.96
C -4.57 1.50 2.01 -1.43
O -4.76 0.52 4.22 -0.50
H -3.51 2.94 4.13 0.35
H -2.41 1.68 4.71 0.35
H -2.19 2.40 3.10 0.37
H -3.24 0.12 2.98 -0.02
H -5.20 2.35 2.26 0.38
H -5.21 0.71 1.60 0.35
H -3.87 1.81 1.23 0.27
H -5.32 1.26 4.50 0.31
C 0.19 1.88 -6.76 -0.81
C -0.64 0.75 -7.34 0.42
C -1.46 1.18 -8.54 -1.41
O -1.49 0.19 -6.33 -0.54
H -0.46 2.69 -6.43 0.32
H 0.78 1.54 -5.91 0.07
H 0.89 2.28 -7.50 0.23
H 0.01 -0.08 -7.62 0.24
H -2.15 1.98 -8.26 0.37
H -2.04 0.35 -8.94 0.33
H -0.81 1.57 -9.33 0.37
H -2.09 0.88 -6.03 0.35
C 3.21 3.94 -0.98 -1.31
C 3.90 4.54 0.23 0.65
C 4.89 3.58 0.87 -1.21
O 2.94 4.99 1.19 -0.55
H 2.63 3.05 -0.68 0.15
H 2.51 4.65 -1.41 0.35
H 3.93 3.63 -1.74 0.35
H 4.43 5.45 -0.06 0.30
H 4.37 2.68 1.21 0.28
H 5.38 4.04 1.72 0.29
H 5.66 3.27 0.15 0.38
H 2.44 4.22 1.48 0.34
C 5.54 3.28 -6.79 -1.39
C 4.10 3.25 -7.27 0.43
C 3.67 4.58 -7.88 -1.24
O 3.22 2.87 -6.21 -0.39
H 5.66 4.05 -6.02 0.35
H 5.82 2.32 -6.37 0.32
H 6.22 3.52 -7.61 0.38
H 3.98 2.46 -8.01 0.25
H 3.75 5.37 -7.14 0.34
H 2.64 4.53 -8.23 0.29
H 4.31 4.84 -8.73 0.38
H 3.28 3.55 -5.52 0.28
C 5.10 7.59 2.02 -1.05
C 5.79 8.18 3.23 0.37
C 6.77 7.20 3.86 -1.24
O 4.84 8.64 4.20 -0.56
H 4.52 6.71 2.30 0.17
H 4.41 8.32 1.58 0.31
H 5.82 7.30 1.26 0.35
H 6.33 9.09 2.95 0.31
H 6.24 6.30 4.19 0.30
H 7.26 7.65 4.72 0.33
H 7.53 6.89 3.14 0.35
H 4.32 7.87 4.48 0.34
C -8.23 -4.19 7.65 -1.32
C -7.25 -3.22 7.01 0.41
C -7.92 -2.29 6.01 -1.12
O -6.17 -3.92 6.38 -0.47
H -8.69 -4.82 6.88 0.35
H -7.71 -4.84 8.36 0.33
H -9.02 -3.66 8.17 0.37
H -6.76 -2.63 7.78 0.23
H -8.38 -2.87 5.21 0.33
H -7.20 -1.61 5.58 0.17
H -8.71 -1.71 6.49 0.41
H -6.54 -4.47 5.68 0.31
```

Computed properties:
Charge ... +1


Number 1: total energy -1143.4346 Eh. Number 2: total energy -2237.9924 Eh.